a:
Computed, not measured: an isolated molecule of C4H5BrOS, with the ωB97M-V functional and the def2-TZVPD basis.

Geometry (Å):
C (0.3147, 1.5661, 0.0787)
C (-1.6561, 0.0802, -0.7629)
C (1.2683, 0.7724, -0.3539)
C (1.0552, -0.5910, -0.5036)
O (-0.5779, -1.4002, 1.3221)
S (-0.7080, -1.1904, -0.3497)
Br (-3.2540, 0.6065, 0.0188)
H (-0.1819, 2.5223, 0.5157)
H (2.3293, 0.9764, -0.4185)
H (-1.4882, -1.2056, 1.6340)
H (1.3519, -0.9631, -1.4399)
H (1.5466, -1.1734, 0.2592)

Properties
**HOMO-LUMO gap (alpha / beta)**: 7.97 / 7.84 eV

Atomic partial charges in e from the Löwdin method, atoms 1 to 6:
1. C 0.1071
2. C -0.9540
3. C -0.3052
4. C -0.3620
5. O -0.3720
6. S 0.8849

=====

b:
Computed, not measured: a structure of composition C4H5BrOS, with the ωB97M-V functional and the def2-TZVPD basis.

Geometry (Å):
C (-1.3809, -0.6338, 0.0677)
C (-0.4794, 0.5559, -1.5747)
C (-0.7942, -0.0336, 1.0579)
C (0.4323, 0.8247, 0.8964)
O (2.0320, -0.8077, -0.5008)
S (1.0847, 0.5614, -0.8896)
Br (-0.6636, -0.1458, -3.2645)
H (-2.4194, -1.0111, -0.0001)
H (-0.8294, -0.3229, 2.1604)
H (1.4990, -1.4847, -0.3271)
H (0.1775, 1.8283, 0.8567)
H (1.3414, 0.6691, 1.5177)

Properties
**HOMO-LUMO gap**: 8.49 eV

Atomic partial charges in e from the Löwdin method, atoms 1 to 6:
1. C 0.0112
2. C -0.9451
3. C -0.2781
4. C -0.2925
5. O -0.3162
6. S 0.9196

=====

Of them, b has the highest stability.

=====

a:
Computed, not measured: a structure of composition C4H28HgO11, with the ωB97M-V functional and the def2-TZVPD basis.

Geometry (Å):
Hg (-1.8234, -1.5958, -2.3837)
C (0.4539, 0.0984, 0.6045)
C (-0.3922, -1.1583, 0.4836)
O (-1.5743, -1.0071, -0.2615)
H (1.3428, -0.0423, 1.2202)
H (-0.1991, 0.8062, 1.1282)
H (0.7759, 0.5436, -0.3356)
H (-0.6576, -1.5367, 1.4795)
H (0.2487, -1.9068, -0.0045)
C (0.4068, 2.0833, -3.3553)
C (-0.7116, 1.0895, -3.6761)
O (-0.3330, -0.2458, -3.4550)
H (0.0076, 3.0942, -3.4840)
H (1.2404, 1.9963, -4.0459)
H (0.6299, 2.0161, -2.2889)
H (-0.8744, 1.2296, -4.7550)
H (-1.6293, 1.3693, -3.1513)
O (0.8144, -4.0789, 1.7581)
H (1.5247, -4.2626, 1.1373)
H (0.4448, -3.2235, 1.5237)
O (-0.4554, 3.7116, -0.1870)
H (-0.8500, 3.2603, -0.9392)
H (-0.2059, 3.0051, 0.4149)
O (-3.0557, 1.3625, 0.4001)
H (-2.3894, 0.6656, 0.2897)
H (-3.7625, 0.9448, 0.9009)
O (2.6903, -1.0677, -2.3314)
H (2.6522, -0.2234, -1.8729)
H (3.4104, -1.5378, -1.9062)
O (-1.2755, 1.2491, 3.9914)
H (-0.7067, 1.8634, 3.5169)
H (-0.7167, 0.4859, 4.1696)
O (-3.7684, -1.8284, 1.3607)
H (-3.8107, -1.3748, 2.2113)
H (-2.8987, -1.5893, 0.9918)
O (-2.0468, -3.5512, 2.9232)
H (-2.7013, -3.1030, 2.3584)
H (-1.8098, -4.3433, 2.4303)
O (3.3015, 2.7748, 0.7776)
H (3.0823, 1.8625, 0.5435)
H (3.7997, 2.7030, 1.5966)
O (3.6366, 0.0612, 0.0158)
H (3.6187, -0.8282, 0.3853)
H (4.5667, 0.2285, -0.1794)

Properties
**HOMO-LUMO gap**: 6.52 eV

Atomic partial charges in e from the Löwdin method, atoms 1 to 6:
1. Hg 1.2434
2. C -0.0684
3. C -0.4046
4. O -0.4615
5. H 0.0719
6. H 0.0591

=====

b:
Computed, not measured: a structure of composition C4H28HgO11, with the ωB97M-V functional and the def2-TZVPD basis.

Geometry (Å):
Hg (2.9259, -0.4560, -0.5716)
C (0.7748, -2.8536, -2.6412)
C (1.1630, -1.5280, -3.2727)
O (2.2442, -0.8987, -2.6416)
H (-0.0653, -3.4005, -3.0712)
H (0.5238, -2.6996, -1.5868)
H (1.6301, -3.5384, -2.6441)
H (0.2673, -0.8932, -3.2698)
H (1.4395, -1.6327, -4.3264)
C (-0.4963, -0.7650, 0.4988)
C (0.1435, 0.5542, 0.8785)
O (1.2372, 0.9227, 0.0887)
H (-1.4449, -0.8061, 1.0457)
H (0.0198, -1.6362, 0.9114)
H (-0.6940, -0.8863, -0.5642)
H (0.3558, 0.5490, 1.9572)
H (-0.6646, 1.2981, 0.7928)
O (3.5349, 2.8404, 1.6131)
H (2.8290, 2.1801, 1.6634)
H (3.2538, 3.5456, 2.2050)
O (-2.7711, 2.9550, -1.1612)
H (-3.2424, 2.2878, -1.6681)
H (-2.3766, 2.4632, -0.4391)
O (0.7538, 1.8164, -2.9152)
H (1.2631, 1.0000, -2.8364)
H (0.3177, 1.9134, -2.0657)
O (-3.4792, 0.7875, 0.6552)
H (-2.8040, 0.8227, 1.3398)
H (-3.9975, -0.0082, 0.8630)
O (1.1205, -3.6800, 2.6773)
H (1.4201, -4.2135, 3.4216)
H (0.2933, -4.0899, 2.3988)
O (2.2301, -2.5747, 0.1706)
H (1.9445, -2.7777, 1.0787)
H (1.6950, -3.1448, -0.3988)
O (-0.5647, 3.9164, 2.4987)
H (-0.4033, 3.4847, 1.6501)
H (0.2884, 4.2838, 2.7462)
O (0.7182, 3.7981, -0.3605)
H (1.4708, 4.1992, 0.0864)
H (0.7283, 2.8714, -0.0693)
O (-4.5519, -1.7404, 1.4631)
H (-5.2274, -2.3635, 1.7511)
H (-3.8034, -1.9030, 2.0485)

Properties
**HOMO-LUMO gap**: 6.44 eV

Atomic partial charges in e from the Löwdin method, atoms 1 to 6:
1. Hg 1.2807
2. C -0.1049
3. C -0.4119
4. O -0.4219
5. H 0.0782
6. H 0.0283

=====

Of them, b has the highest stability.

=====

a:
Computed, not measured: the ion C3H6N3O with charge +1, with the ωB97M-V functional and the def2-TZVPD basis.

Geometry (Å):
C (-0.3821, -0.0704, 0.9239)
C (0.2055, 0.4967, -1.2236)
C (-0.1213, -0.8442, -1.6037)
N (-0.6596, -1.7599, -2.0861)
N (0.1010, -1.3035, 0.7228)
N (-0.3001, 0.8921, 0.0764)
O (-1.1001, -2.7612, -2.3866)
H (-0.8533, 0.0936, 1.9392)
H (1.2490, 0.5721, -1.1281)
H (-0.1084, 1.3489, -1.9216)
H (0.3259, -1.7029, -0.1863)
H (-0.0186, -2.0165, 1.4056)
H (-0.6250, 1.9076, 0.1672)

Properties
**Total charge**: +1
**SMILES string**: N/C=[NH+]\CC#[N+][O-]
**HOMO-LUMO gap**: 10.45 eV

Atomic partial charges in e from the Löwdin method, atoms 1 to 6:
1. C -0.1210
2. C -0.1145
3. C -0.0334
4. N -0.1086
5. N 0.1896
6. N 0.0716

=====

b:
Computed, not measured: the ion C3H6N3O with charge +1, with the ωB97M-V functional and the def2-TZVPD basis.

Geometry (Å):
C (-1.3750, 2.2230, 1.1981)
C (-0.6749, 1.7936, 0.1556)
N (0.1697, 1.2292, -0.9478)
C (0.1975, -0.2415, -0.6167)
N (-0.8373, -0.9661, -1.0809)
N (1.3113, -0.7357, 0.2147)
O (0.9029, -1.8110, 0.9700)
H (-2.0625, 2.2957, 2.1135)
H (1.1628, 1.5529, -0.8398)
H (-1.3111, -1.6472, -0.4417)
H (-1.1867, -0.7723, -2.0443)
H (2.1359, -1.0069, -0.3789)
H (1.5672, -1.9134, 1.6982)

Properties
**Total charge**: +1
**SMILES string**: C#CN/C(N)=[NH+]/O
**HOMO-LUMO gap**: 7.84 eV

Atomic partial charges in e from the Löwdin method, atoms 1 to 6:
1. C 0.1440
2. C -0.1154
3. N 0.0556
4. C -0.1866
5. N 0.2372
6. N -0.0136

=====

Of them, a has the highest stability.